DFT (ωB97M-V/def2-TZVPD) results for the molecule C9H19NO at a distorted geometry.

XYZ file:
```
30
Properties=species:S:1:pos:R:3:lowdin_charge:R:1
C -1.7788 -0.4867 1.3681 -0.051
H -2.7880 -0.5334 1.4224 0.058
C 2.7169 0.7756 0.3643 -0.043
H 3.2616 0.0651 1.0317 0.094
H -0.7933 -0.6480 -2.0039 0.072
C 0.2187 0.7896 0.1484 -0.277
H -0.4869 2.3924 1.2543 0.112
O 0.1798 1.9819 -0.6318 -0.063
H -2.6695 0.9663 -1.6103 0.056
H 1.9902 -2.0890 0.7496 0.124
H -3.3990 0.8786 -0.1034 0.087
C -1.4646 -0.0504 -0.0116 -0.380
H 0.9479 -0.0556 -2.0337 0.081
H 2.7274 -0.6852 -1.4821 0.106
H 0.1625 -1.5146 0.9166 0.066
H -2.3483 -1.1037 -1.4905 0.048
H 1.3083 -0.8860 2.0680 0.081
H 2.3968 1.7646 0.7799 0.082
H -1.2909 -1.3632 1.6783 0.068
H 3.3566 1.0044 -0.4849 0.072
H -1.5813 0.2282 2.0187 0.048
H 1.2187 -1.6230 -1.3432 0.070
C -1.3786 -1.0284 -1.1691 -0.063
C -2.4322 0.9991 -0.6000 -0.043
C 1.2926 -1.2172 1.0459 -0.041
H -1.9962 2.0143 -0.3845 0.094
C 1.4789 -0.0609 0.0582 -0.572
C 1.6129 -0.5872 -1.3475 -0.052
N 0.3821 2.1115 0.7611 0.051
H -0.8442 -2.0389 -0.9689 0.116
```

M = 157.257 Da
ΔE to the lowest compared entry with this formula, charge and spin = 602.6 kJ/mol
Orbital gap = 10.11 eV
Energy = -13173.3680 eV
SMILES string = CC(C)(C)C1(C(C)(C)C)NO1
Total charge = 0
2S+1 = 1

---

DFT (ωB97M-V/def2-TZVPD) results for a structure of composition C45H52BaN12O4S3.

XYZ file:
```
117
Properties=species:S:1:pos:R:3:lowdin_charge:R:1
C 4.4155 6.3982 -3.0685 -0.067
C -2.6552 -5.4758 -1.1061 -0.081
O 0.6300 1.4879 1.9299 -0.116
N 0.8434 -1.2279 1.7565 0.091
H 5.1609 -1.0096 -3.6434 0.092
C 0.5076 -2.5002 1.2491 -0.244
H 1.9234 4.1842 -5.0214 0.104
C -3.3440 3.3487 0.1214 -0.078
C -2.4209 2.3280 0.2310 -0.141
C 1.9761 -6.2495 2.8391 -0.061
H -3.4929 0.3450 5.9716 0.074
H -0.1616 4.7707 3.9192 0.086
H 4.5923 7.5417 -4.8625 0.091
C 1.8670 -6.0557 1.3191 -0.560
C 1.3147 -7.3485 0.7195 -0.080
H 3.7233 -4.9091 1.1332 0.060
H 2.4608 3.6532 -2.7024 0.084
C 0.2187 2.7340 4.5436 -0.537
C -1.0111 -3.8525 -0.0445 -0.097
C 3.2687 -5.8188 0.7404 -0.054
H -1.3975 0.9236 5.8060 0.091
C 0.2136 0.7871 2.8361 -0.274
C -0.2142 -4.9414 0.2843 0.009
H -2.4115 1.6778 1.1005 0.108
N 4.8761 -1.9084 -4.0188 0.130
C -3.3265 4.1263 -1.0304 -0.073
C 3.9992 3.3488 0.4616 -1.178
H -3.5864 -3.8895 0.9011 0.079
H 2.4248 -5.3760 3.3143 0.074
C 3.8104 5.3088 -2.4541 -0.178
C -3.7226 -0.6345 5.5489 -0.047
H -2.7605 -6.0369 -0.1740 0.082
O -1.1917 -1.4463 -0.0204 -0.253
N 2.8701 -1.2767 -0.8970 -0.037
H 0.1799 4.0320 6.2511 0.083
H -3.3277 -2.7670 3.8388 0.088
H -1.2288 -2.3798 3.0586 0.117
C -3.4664 -3.3834 -0.0620 -0.053
C 3.7305 -1.9720 -0.5335 -0.396
H -4.0338 4.9377 -1.1556 0.099
H -1.3075 3.1012 6.0688 0.080
C -1.4816 2.8197 -1.8054 -0.182
N 3.7559 3.6346 -0.7852 -0.005
H 2.9892 6.1464 -6.1409 0.089
H -2.0490 -3.5536 4.7717 0.090
O -0.6965 2.8941 -4.0121 0.011
H 1.2322 -7.2774 -0.3669 0.085
S 5.0423 7.3427 -0.1055 0.477
H -1.9021 -5.9710 -1.7236 0.080
H -1.5240 3.6755 3.6319 0.085
H -1.9185 -2.2618 -2.0792 0.077
H 5.1123 7.0099 -2.5207 0.019
C -2.3971 3.8480 -2.0119 -0.008
C 0.0387 -0.6801 2.5918 -0.191
O 0.6583 2.0055 -2.4297 -0.319
H 0.1643 2.3202 6.6852 0.086
H 3.9265 -6.6624 0.9730 0.079
H 0.7697 -3.2645 -3.3243 0.080
C -0.4342 3.7615 3.6007 -0.032
H 3.2223 -5.7055 -0.3447 0.091
H -2.5171 -2.2176 7.4390 0.082
N 4.6320 -2.7750 -0.0694 0.054
H -3.2764 -2.3259 0.1162 0.071
Ba 0.8122 0.4202 -0.5326 1.887
N 2.7467 -0.9177 -4.0498 0.058
H 1.9925 -8.1743 0.9519 0.077
N 3.4970 -1.9607 -3.8540 -0.312
C 4.5828 5.7269 -0.1140 -1.115
H -3.6414 -3.3059 5.4950 0.083
C -1.8138 -1.7234 6.7642 -0.044
H 2.2295 -3.4375 2.0612 0.122
N 4.0877 4.9495 -1.0951 -0.145
H -0.0993 3.6244 2.5758 0.080
C -2.3029 -4.0101 -0.8470 -0.538
C 2.9177 4.5115 -3.1716 -0.004
H -3.1132 -3.3838 -2.7644 0.079
S 3.7520 1.8672 1.2414 0.457
C -0.2193 3.0553 5.9730 -0.074
H 0.3301 -7.5958 1.1246 0.080
H 2.5993 -7.1184 3.0723 0.075
H -4.4009 -3.4909 -0.6226 0.075
C 2.6248 4.8155 -4.4898 -0.069
C 4.1131 6.6902 -4.3928 -0.107
H -4.4355 -1.1271 6.2148 0.081
C 1.7477 2.8525 4.4622 -0.036
H -3.6081 -5.5236 -1.6401 0.077
H 0.9866 -6.4027 3.2774 0.081
C 1.6085 -2.6319 -3.5539 -0.244
C -1.4808 -0.8019 4.4691 -0.144
C -2.4674 -1.5050 5.3906 -0.561
H -0.9275 -2.3529 6.6674 0.092
C 0.9747 -4.8503 1.0150 -0.183
H -1.5117 -0.7818 7.2259 0.075
N 6.3263 -3.7926 -1.5456 0.052
C -2.1727 -3.3119 -2.2089 -0.041
S 4.6844 4.7500 1.3049 0.916
H -2.3420 4.3975 -2.9404 0.113
H 2.1294 2.6633 3.4570 0.032
C -0.6257 -2.5426 0.3719 -0.382
C -2.8921 -2.8635 4.8349 -0.062
N 2.8663 -3.0641 -3.5498 0.114
H -4.2049 -0.4817 4.5814 0.093
C 1.3233 -3.5960 1.4859 0.012
C -0.2029 1.3252 4.1426 -0.076
C 3.2189 5.9098 -5.1089 -0.112
H -0.5223 -5.9165 -0.0641 0.077
H 5.2725 -2.6367 -3.4222 0.043
N -1.4995 2.0670 -0.6997 0.019
H 2.2246 2.1446 5.1458 0.093
C -1.0249 0.5424 4.8643 0.048
H -1.3938 -3.7945 -2.8043 0.069
H 2.0494 3.8613 4.7544 0.087
N 1.5073 -1.3349 -3.8623 0.013
C -0.4027 2.5454 -2.8701 -0.657
H -4.0559 3.5288 0.9159 0.094
C -0.9821 -1.3736 3.3658 0.072
C 5.5116 -3.2974 -0.8754 -0.458
```

M = 1058.520 Da
ΔE to the lowest compared entry with this formula, charge and spin = 105.6 kJ/mol
Orbital gap = 5.12 eV
Energy = -106784.6880 eV
Total charge = -2
2S+1 = 1

---

DFT (ωB97M-V/def2-TZVPD) results for a structure of composition C20H13AsN2O10STa at a distorted geometry.

XYZ file:
```
48
Properties=species:S:1:pos:R:3:lowdin_charge:R:1
H 3.1410 -1.2706 0.9626 0.087
C 2.9109 2.2948 0.4098 -0.235
O 3.3472 0.6906 2.9230 -0.356
H 5.8636 2.9615 -1.1091 0.129
O -0.3476 3.1063 -0.2950 -0.403
H -0.8609 -4.1539 0.8384 0.120
O 0.7082 0.4131 1.7861 -0.490
C 4.1723 4.2623 -1.1559 -0.015
S 0.6579 3.8809 0.6042 0.645
N -5.1069 -4.5886 2.5768 -0.345
O 0.5258 2.9855 1.8277 -0.413
C -3.0017 -1.6593 1.6392 -0.126
C 2.2487 3.4969 0.0389 -0.290
N 0.4241 -2.1758 -5.7689 0.186
C -1.8394 -2.2812 1.1958 -0.006
O -4.1032 0.4265 2.0617 0.216
H -4.9969 -1.9387 2.4324 0.143
C 0.1233 -0.8848 -3.5376 -0.204
C -1.7600 -3.6647 1.1857 -0.020
H 2.3436 5.3861 -0.9697 0.133
O -6.1370 -3.9974 2.8114 0.105
As 2.4872 0.7724 1.5698 0.982
C 1.0241 0.5436 -1.8371 -0.099
C 0.2909 -1.6011 -4.7843 -0.158
O -4.9581 -5.7890 2.5907 0.104
Ta -0.4960 1.4300 0.7932 1.838
C -2.8330 -4.4271 1.6270 0.039
C -3.1884 -0.2053 1.6868 -0.380
H -2.8040 -5.5073 1.6308 0.132
H -0.9917 -1.7011 0.8563 0.095
O -2.0430 0.5268 1.1374 -0.266
H -2.1511 -0.4327 -1.1048 0.093
C -1.2056 -0.3313 -1.6174 -0.097
C 1.1683 -0.1078 -3.0449 -0.003
C -3.9671 -3.7767 2.0717 -0.106
C -0.1536 0.4298 -1.0874 -0.255
C 4.8391 3.1112 -0.7952 -0.010
O 0.3924 5.2538 0.7230 -0.156
H 2.0859 -0.0187 -3.6109 0.131
C 4.2209 2.1328 -0.0174 -0.066
H -1.8822 -1.5715 -3.2360 0.132
C -4.0884 -2.4088 2.0861 0.089
C 2.8677 4.4709 -0.7285 -0.014
H 4.7792 1.2484 0.2571 0.119
C -1.0674 -0.9840 -2.8350 -0.004
H 4.6680 5.0156 -1.7526 0.129
H 1.8565 1.1388 -1.4926 0.076
O 2.8364 -0.5011 0.4568 -0.207
```

M = 729.265 Da
ΔE to the lowest compared entry with this formula, charge and spin = 310.7 kJ/mol
Orbital gap = 8.16 eV
Energy = -117623.0985 eV
Total charge = +1
2S+1 = 1

---

DFT (ωB97M-V/def2-TZVPD) results for a cluster of 2 separate species, C2H9NOS2 in total at a distorted geometry.

XYZ file:
```
15
Properties=species:S:1:pos:R:3:lowdin_charge:R:1
H -0.2547 -1.5096 -0.8456 0.082
H 1.8931 0.9011 -1.0429 -0.029
S -3.7595 0.3698 1.0925 0.305
H 2.0398 -1.5587 -0.1869 0.082
H 2.8443 1.5730 -2.0675 0.031
H -0.2995 0.9183 0.0392 0.054
C 0.0945 -1.1382 0.1049 -0.351
O 2.1414 1.7612 -1.4257 -0.098
S -2.3798 -0.0861 -0.3789 0.441
H 1.8092 -0.5200 0.9877 0.087
N 1.5050 -0.7292 0.0446 -0.011
H -0.8127 0.2025 1.5579 0.078
H -3.9204 1.6727 0.8174 -0.203
C -0.7944 0.0583 0.4741 -0.569
H -0.1064 -1.9153 0.8291 0.103
```

M = 127.234 Da
ΔE to the lowest compared entry with this formula, charge and spin = 6.0 kJ/mol
Orbital gap = 9.71 eV
Energy = -27428.0319 eV
SMILES string = NCCSS.O
Total charge = 0
2S+1 = 1